Record 1
Formula: C15H15N6O7Pr
Source: the Open Molecules 2025 dataset
Level of theory: ωB97M-V/def2-TZVPD

Values from the calculation:
Expectation value of S²: 2.00
HOMO (spin up / spin down): -0.5162 / -0.5166 hartree
2S+1: 3
Total charge: +2

The geometry in XYZ format:
```
44
Properties=species:S:1:pos:R:3:forces:R:3:lowdin_spin:R:1
Pr 0.514048 -0.703550 0.495568 -5.809 -0.762 1.850 2.01
O 2.399448 -3.754650 -2.187132 0.308 -0.247 -0.411 0.00
C 1.618748 -2.855350 -1.679232 -0.655 -0.195 0.403 0.00
O 1.276248 -2.805150 -0.500732 0.185 -0.564 -0.573 0.00
C 1.078248 -1.845050 -2.655332 -0.329 0.158 -0.339 0.00
C 1.374548 -1.809650 -4.016632 -0.124 0.056 0.302 0.00
C 0.850248 -0.767350 -4.765832 0.039 -0.057 0.130 0.00
C 0.086348 0.212850 -4.141632 -0.096 -0.067 0.427 0.00
C -0.155652 0.097350 -2.775932 0.254 -0.325 -0.137 0.00
N 0.312748 -0.931050 -2.061232 0.007 -0.304 -0.850 0.00
C -0.862852 1.091650 -1.891232 0.079 -0.440 -0.075 0.00
O -1.251852 2.241150 -2.369832 -0.253 0.368 0.099 0.00
O -1.042452 0.811950 -0.714732 -0.078 0.513 -0.526 0.00
H 2.777648 -4.369950 -1.531332 -0.224 0.232 0.047 0.00
H 2.008148 -2.563450 -4.455232 0.041 -0.069 -0.059 0.00
H 1.053848 -0.697450 -5.824032 0.010 -0.024 -0.052 0.00
H -0.300452 1.035050 -4.725132 -0.034 0.069 -0.042 0.00
H -1.060152 2.411950 -3.304832 0.057 -0.245 0.138 0.00
O 3.156548 -0.972050 -1.381832 1.103 -0.376 -0.867 0.01
N 2.607748 -0.436150 -0.462632 4.382 0.514 -2.759 0.00
O 2.671648 -0.878350 0.680868 2.060 -0.924 2.597 -0.01
O 1.896048 0.558150 -0.642032 0.128 3.075 -0.935 0.00
N -0.980852 5.014250 3.083368 -0.083 0.193 0.050 0.00
C -0.595552 3.786650 2.730468 0.140 -0.520 -0.163 0.00
C -1.460452 2.675050 2.828468 0.072 -0.085 -0.027 0.00
C -1.018652 1.435650 2.444568 0.111 0.029 0.064 0.00
N 0.223048 1.185650 1.970368 -0.221 0.871 0.445 -0.01
C 1.053148 2.247950 1.890868 0.082 0.075 0.146 0.00
C 0.700548 3.524950 2.241668 -0.062 -0.069 0.003 0.00
H -1.904552 5.183850 3.445468 0.095 0.055 -0.023 0.00
H -0.345352 5.790850 3.012168 -0.094 0.011 0.048 0.00
H -2.462452 2.807450 3.203868 -0.131 -0.070 0.042 0.00
H -1.677352 0.570350 2.530268 0.019 0.178 -0.044 0.00
H 2.064248 2.041750 1.548368 -0.157 0.077 -0.037 0.00
H 1.410248 4.330250 2.144668 0.163 0.050 -0.001 0.00
C -3.640952 -3.384050 1.063968 -1.115 -0.724 0.232 0.00
C -2.462352 -2.640750 0.831068 1.453 0.959 -0.281 0.00
N -1.506352 -2.024350 0.649968 -1.547 -1.010 0.176 0.00
H -3.827852 -3.453650 2.137568 -0.007 0.004 -0.060 0.00
H -3.535152 -4.392350 0.660568 -0.005 0.035 0.002 0.00
H -4.490352 -2.894550 0.584068 0.031 -0.032 0.025 0.00
N 1.166948 -1.633850 4.013868 -0.014 -0.057 0.205 0.00
C 0.778148 -1.535450 2.935968 0.235 -0.325 0.882 0.00
H 1.503048 -1.706550 4.958468 -0.016 -0.031 -0.051 0.00
```
Forces are in eV/Å.


Record 2
Formula: C15H15NO2S
Source: the Open Molecules 2025 dataset
Level of theory: ωB97M-V/def2-TZVPD

Values from the calculation:
SMILES string: COc1ccc(SN=C2C(C)=CC(=O)C=C2C)cc1
ΔE to the lowest compared entry with this formula, charge and spin: 70.2 kcal per mole
HOMO: -0.2871 hartree
2S+1: 1
Total charge: 0

The geometry in XYZ format:
```
34
Properties=species:S:1:pos:R:3:forces:R:3:mulliken_charge:R:1
O 0.537295 -0.402993 5.425376 0.789 -0.142 1.097 -0.58
N -1.929982 -0.100277 0.632235 0.650 0.790 1.703 -0.54
O 2.400231 0.594815 -4.296325 -0.324 -0.490 0.371 -0.39
S -2.039104 -1.137360 -0.704630 0.041 -0.871 -0.390 -0.18
C 0.053228 -0.375588 4.323535 -0.880 0.764 -0.339 -0.04
C -1.362173 -0.318623 1.783198 -0.001 -0.128 -0.939 0.78
C -0.749965 0.792710 3.921197 -0.922 -0.027 -2.285 -0.63
C 0.142033 -1.499107 3.417624 -0.773 -0.434 -1.956 -0.68
C -1.448278 0.851116 2.736623 0.708 -0.477 1.724 0.75
C -0.558428 -1.525950 2.225293 1.273 -1.034 1.622 1.13
C 0.939084 -1.022757 -3.430631 -0.359 0.567 0.445 -0.68
C 0.745736 1.221644 -2.565281 -0.109 -0.953 0.773 -0.48
C -0.099581 -1.438680 -2.616723 0.214 -0.513 -0.200 -0.31
C -0.270682 0.765709 -1.700301 0.370 -0.234 -0.941 -0.66
C 1.387982 0.292856 -3.406725 0.037 0.781 -0.281 0.80
C -0.707572 -0.566259 -1.733816 0.024 1.124 0.471 0.14
C 3.099298 1.811414 -4.131964 -0.229 0.170 0.291 -0.75
C -2.299755 2.042683 2.369494 0.235 0.169 -0.131 -1.35
C -0.430656 -2.826727 1.418892 -0.156 1.108 -0.019 -1.51
H -0.725782 1.611145 4.617552 -0.206 0.238 0.167 0.44
H 0.790753 -2.318769 3.788263 -0.659 0.414 -0.546 0.31
H 1.410631 -1.725595 -4.069951 0.397 -0.420 -0.545 0.44
H 1.044241 2.253650 -2.437647 0.136 -0.065 -0.334 0.28
H -0.395436 -2.482568 -2.686112 -0.088 0.146 0.185 0.37
H -0.743947 1.483228 -1.051892 -0.091 0.014 0.204 0.46
H 3.649998 1.824769 -3.188382 -0.009 -0.051 0.105 0.34
H 3.829091 1.892112 -4.946266 -0.456 0.026 0.112 0.23
H 2.379126 2.638094 -4.114101 0.371 0.119 -0.302 0.28
H -2.549174 2.642093 3.256459 0.317 -0.205 -0.188 0.43
H -3.251808 1.741618 1.912826 0.451 0.046 -0.089 0.34
H -1.723202 2.680062 1.662916 -0.583 -0.339 0.278 0.23
H -1.404646 -3.187938 1.105507 0.028 -0.184 0.011 0.37
H 0.150832 -2.625600 0.530122 -0.015 0.082 -0.499 0.30
H 0.130612 -3.584926 1.953636 -0.182 0.009 0.426 0.36
```
Forces are in eV/Å.


> Look up the 2S+1 of the second one.

1